ORCA calculation (ωB97M-V with the def2-TZVPD basis set) on a structure of composition C22H32BrCoN2O2S2Si2.

Computed properties:
- 2S+1 = 5
- E_tot (Eh) = -6449.71780
- total charge = -2
- largest force on an atom (hartree/bohr) = 0.0395

```
64
Properties=species:S:1:pos:R:3:lowdin_charge:R:1
Co 0.54902 0.17738 0.41278 0.45
C -4.50099 1.78867 1.35397 -0.15
C -3.17834 1.48882 0.67376 -0.66
S -1.92171 2.69728 0.98609 0.97
C -2.94787 0.35103 -0.02358 -0.80
C -4.08581 -0.61727 -0.25753 -0.15
S -1.48706 -0.14845 -0.82557 0.62
H -4.41447 2.70460 1.93451 0.04
H -4.79829 0.98610 2.03577 0.07
H -5.30416 1.92150 0.62060 0.07
H -4.96824 -0.39448 0.34432 0.05
H -3.73963 -1.62324 -0.02167 0.06
H -4.36605 -0.60705 -1.31328 0.07
C 1.94586 1.59748 -2.50206 -0.17
Si 2.41834 -0.23313 -2.32146 0.38
C 4.32756 -0.27121 -2.49737 -0.20
C 1.72888 -1.10359 -3.88357 -0.19
N 1.84743 -0.86099 -0.85453 -0.13
C 2.02695 -2.11955 -0.34831 -0.32
C 2.75983 -3.12970 -0.99181 -0.08
C 2.98191 -4.37822 -0.41832 -0.17
C 2.44295 -4.66555 0.82329 -0.17
C 1.67837 -3.69902 1.47350 -0.09
C 1.44764 -2.42869 0.93210 -0.31
N 0.70136 -1.45734 1.56402 -0.15
Si -0.01869 -1.59598 3.09620 0.38
C 1.21541 -1.90366 4.52404 -0.19
C -1.37178 -2.94439 3.24181 -0.18
C -0.90082 0.00384 3.58017 -0.18
H 1.63895 1.84315 -3.52195 0.02
H 2.77469 2.25308 -2.22637 0.02
H 1.11439 1.83765 -1.83713 -0.01
H 4.66451 0.33123 -3.34642 0.01
H 4.71706 -1.28358 -2.62472 0.00
H 4.77621 0.14594 -1.59269 0.02
H 2.01714 -0.59047 -4.80587 0.01
H 0.63743 -1.12841 -3.83712 0.02
H 2.07629 -2.13754 -3.95472 0.00
H 3.18244 -2.90903 -1.96629 0.06
H 3.58353 -5.11722 -0.93972 0.07
H 2.61423 -5.63007 1.29180 0.07
H 1.25445 -3.92918 2.44525 0.06
H 1.70491 -2.87739 4.45846 0.00
H 0.72548 -1.83517 5.49982 0.01
H 1.99747 -1.14172 4.48699 0.02
H -0.97231 -3.95585 3.14055 0.00
H -2.11046 -2.80776 2.44795 0.01
H -1.89750 -2.88439 4.19974 0.01
H -0.25591 0.86296 3.38478 0.02
H -1.15943 0.00681 4.64301 0.02
H -1.81972 0.13893 3.00623 0.01
O 1.27802 1.84808 0.66815 -0.43
O 2.00990 2.11918 1.72570 -0.24
Br -0.76070 5.71737 -4.56658 0.64
C -1.12065 4.80912 -2.92280 -0.70
C -2.12121 3.85916 -2.89740 -0.14
C -2.39172 3.20095 -1.70486 -0.09
C -1.65576 3.49540 -0.56358 -0.51
C -0.65826 4.47107 -0.61120 -0.10
C -0.38369 5.13167 -1.79648 -0.14
H -2.68115 3.62086 -3.79134 0.09
H -3.15725 2.43969 -1.66600 0.10
H -0.08674 4.68332 0.28197 0.11
H 0.39774 5.87697 -1.84501 0.09
```

ORCA calculation (ωB97M-V with the def2-TZVPD basis set) on a structure of composition C10H18N5O4Ru.

Computed properties:
- 2S+1 = 2
- E_tot (Eh) = -1060.98636
- relative energy (zero: lowest compared OMol25 entry of this formula, charge and spin) (kJ/mol) = 18.1
- total charge = +2
- largest force on an atom (hartree/bohr) = 0.0160

```
38
Properties=species:S:1:pos:R:3:lowdin_charge:R:1
Ru 0.70510 -0.25886 0.11870 1.39
N 2.34924 -1.48626 0.62246 -0.05
C 2.51286 -1.70860 2.07086 -0.17
C 2.20778 -0.36830 2.71806 -0.12
N 0.94914 0.22226 2.12663 -0.16
C -0.30033 -0.13835 2.87914 -0.15
C -0.74545 -1.52494 2.47006 -0.16
N -0.77724 -1.51790 0.97432 -0.04
H 2.36363 -2.35021 0.08340 0.13
H 3.15761 -0.96825 0.27075 0.12
H 3.52353 -2.03960 2.30780 0.15
H 1.83141 -2.49019 2.38850 0.11
H 3.01188 0.33417 2.49511 0.14
H 2.10540 -0.42639 3.80091 0.14
H 1.04427 1.23400 2.20732 0.15
H -1.05966 0.59252 2.59461 0.12
H -0.12988 -0.03986 3.95094 0.14
H -1.72702 -1.76752 2.87421 0.14
H -0.05704 -2.29249 2.80393 0.11
H -1.69316 -1.17839 0.68349 0.08
H -0.72844 -2.46454 0.59774 0.13
C -3.09665 0.86637 -0.33311 0.02
C -1.99410 0.96937 -1.32337 -0.30
N -0.71159 0.64702 -1.15263 0.01
C -0.06029 0.96760 -2.33750 -0.13
C -0.95841 1.46916 -3.22264 -0.03
N -2.15480 1.45895 -2.55873 0.22
C -0.93895 1.97475 -4.63827 -0.45
O 0.20960 1.98804 -5.27319 0.19
O -1.98739 2.31552 -5.10658 0.17
C 1.38898 0.74472 -2.43358 -0.48
O 2.06476 1.03211 -3.37573 0.18
O 1.89697 0.16959 -1.31593 -0.19
H -2.70085 0.79733 0.67944 0.07
H -3.74094 0.01006 -0.54067 0.11
H -3.72017 1.75954 -0.36672 0.11
H -3.00671 1.79873 -2.99625 0.20
H 0.96690 1.66885 -4.74346 0.10
```

ORCA calculation (ωB97M-V with the def2-TZVPD basis set) on the molecule C9H17NOS.

Computed properties:
- 2S+1 = 1
- SMILES = CC(C)(C)[C@@]1(C)SCCN1C=O
- E_tot (Eh) = -881.22381
- relative energy (zero: lowest compared OMol25 entry of this formula, charge and spin) (kJ/mol) = 246.3
- total charge = 0
- largest force on an atom (hartree/bohr) = 0.1088

```
29
Properties=species:S:1:pos:R:3:lowdin_charge:R:1
C 1.98554 -0.55076 -0.45440 -0.06
C 0.72498 -0.53081 0.39054 -0.56
C 0.50638 -2.06753 0.72134 -0.05
C 0.93968 0.39852 1.56275 -0.10
C -0.58427 -0.08546 -0.37673 -0.48
C -1.18714 -0.93998 -1.50248 -0.10
S -2.15518 -0.08524 1.03487 0.83
C -2.57982 1.67509 0.52134 -0.39
C -1.16436 2.31543 0.07103 -0.11
N -0.66729 1.25560 -0.89020 -0.10
C 0.01293 1.73283 -2.00194 -0.35
O 0.07137 2.86778 -2.27049 0.06
H 2.90422 -0.45246 0.17057 0.10
H 2.05062 0.41806 -0.91325 0.06
H 1.98041 -1.46603 -1.05346 0.08
H -0.56820 -2.31994 0.73778 0.05
H 0.88951 -2.84866 -0.00448 0.10
H 0.83286 -2.29448 1.72542 0.07
H 1.00970 1.51398 1.27116 0.10
H 1.81327 -0.05957 2.06118 0.08
H 0.14668 0.32193 2.42135 0.09
H -2.14477 -0.50782 -1.79956 0.08
H -1.39538 -1.95766 -1.21589 0.06
H -0.63358 -1.12706 -2.42539 0.08
H -3.05321 2.03344 1.33088 0.00
H -3.31887 1.58558 -0.38779 0.11
H -1.42851 3.10704 -0.61006 0.11
H -0.50352 2.26857 0.94593 0.09
H 0.62016 1.06029 -2.67916 0.15
```

ORCA calculation (ωB97M-V with the def2-TZVPD basis set) on a structure of composition C10H21INS.

Computed properties:
- 2S+1 = 1
- E_tot (Eh) = -1143.85691
- relative energy (zero: lowest compared OMol25 entry of this formula, charge and spin) (kJ/mol) = 138.4
- total charge = +1
- largest force on an atom (hartree/bohr) = 0.0944

```
34
Properties=species:S:1:pos:R:3:lowdin_charge:R:1
C 0.75635 0.28313 -1.73400 -0.08
C 2.16536 0.12920 -1.31030 -0.22
C 0.99429 0.18887 -0.25073 -0.41
C 3.06482 1.37626 -1.47484 -0.07
C 0.87230 1.35523 0.67149 -0.06
C -0.14138 -2.28473 2.38896 -0.10
C 1.07599 -2.40031 -0.30731 -0.04
C 0.01908 -1.09669 1.57101 -0.18
C -2.68121 -0.87630 -0.20269 -0.97
C 0.65242 -1.11434 0.37817 -0.24
N -3.67911 3.62325 0.37530 -0.19
S -2.37434 -1.66242 -1.70810 0.87
I -2.97013 1.09731 0.12500 1.22
H 0.37836 1.22806 -1.91340 0.09
H 0.10438 -0.53433 -2.18568 0.09
H 2.89090 -0.71357 -1.35251 0.15
H 3.34536 1.70434 -0.44459 0.09
H 2.62308 2.19940 -2.01686 0.07
H 3.99212 1.05394 -1.98719 0.08
H 1.38420 1.14513 1.54589 0.07
H -0.12993 1.75167 0.85170 0.02
H 1.34608 2.24033 0.06414 0.12
H -1.20011 -2.50082 2.45501 0.07
H 0.30319 -2.05650 3.37549 0.10
H 0.32186 -3.20574 2.10273 0.07
H 1.95002 -2.82977 0.06012 0.07
H 1.36452 -2.20266 -1.32251 0.06
H 0.33737 -3.25293 -0.25579 0.10
H -0.50595 -0.14978 1.95196 0.12
H -2.54086 -1.40876 0.75366 -0.01
H -3.81469 3.88733 1.39759 0.07
H -2.87436 4.05774 -0.10586 0.03
H -4.59329 3.93256 -0.10370 0.08
H -2.43671 -2.96409 -1.39215 -0.07
```

ORCA calculation (ωB97M-V with the def2-TZVPD basis set) on the ion C7H12NO with charge +1.

Computed properties:
- 2S+1 = 1
- SMILES = C=C(C[C@@H](C)O)C1=[NH+]C1
- E_tot (Eh) = -403.49643
- relative energy (zero: lowest compared OMol25 entry of this formula, charge and spin) (kJ/mol) = 456.2
- total charge = +1
- largest force on an atom (hartree/bohr) = 0.1096

```
21
Properties=species:S:1:pos:R:3:lowdin_charge:R:1
C -0.17601 -1.42749 -1.86706 0.19
C -0.27278 -0.86108 -0.64519 -0.24
C 0.71621 -0.92754 0.47874 -0.11
C 1.18987 0.38212 1.03793 -0.34
C 2.44735 0.99497 0.31927 -0.01
O -0.01354 1.25272 0.97344 -0.15
C -1.45926 -0.28056 -0.14581 -0.11
N -2.45032 -0.32759 0.71419 0.21
C -2.71674 0.47553 -0.53176 0.07
H -0.84694 -1.47623 -2.59895 0.04
H 0.81401 -1.92949 -2.19101 0.14
H 0.13786 -1.60409 1.19871 0.17
H 1.63565 -1.27512 0.08620 0.11
H 1.49477 0.34926 2.11347 0.15
H 3.05531 0.26285 -0.17148 0.07
H 3.05802 1.47231 1.01776 0.06
H 2.21646 1.58882 -0.53817 0.08
H 0.15247 2.39786 0.73247 0.27
H -2.73483 -0.53323 1.63771 0.16
H -2.85733 1.57256 -0.47356 0.13
H -3.39022 -0.10657 -1.14686 0.11
```